No. 1
5
Properties=species:S:1:pos:R:3:mulliken_charge:R:1 method="wB97M-V/def2-TZVPD" relative_energy_ev=0.136 orbital_gap_ev="9.80 / 7.19" s_squared=2.01 e_homo_ev="-10.1 / -9.9" spin_multiplicity=3
C -0.800 1.124 -0.072 0.3881
O -0.102 1.760 0.627 -0.2582
F -1.957 1.564 -0.580 -0.1401
F 2.108 -2.420 -0.420 -0.1996
S 0.751 -2.028 0.445 0.2098


No. 2
173
Properties=species:S:1:pos:R:3:mulliken_charge:R:1 method="wB97M-V/def2-TZVPD" orbital_gap_ev="7.40 / 1.54" charge=+1 s_squared=0.76 e_homo_ev="-10.0 / -10.0" spin_multiplicity=2
C 1.189 5.536 2.513 -1.8035
C 1.537 4.700 1.304 2.2014
C 2.687 5.280 0.439 -1.0186
O 2.495 6.522 -0.261 -0.3376
C 3.556 6.816 -1.144 -0.8667
N 1.778 3.348 1.725 0.3660
H 0.345 5.183 3.106 0.2528
H 0.985 6.581 2.277 0.4420
H 2.030 5.584 3.204 0.5005
H 0.705 4.670 0.600 -1.2309
H 2.765 4.494 -0.311 0.2557
H 3.670 5.187 0.901 0.5822
H 3.437 7.833 -1.519 0.3114
H 3.587 6.185 -2.032 0.3069
H 4.569 6.801 -0.741 0.3439
H 2.235 3.288 2.623 0.1747
H 2.406 2.918 1.061 -0.5553
C -2.264 1.174 3.243 -0.2081
C -2.321 2.352 4.216 0.7025
C -3.697 3.133 4.364 0.2098
O -3.612 4.473 4.975 -0.3974
C -4.802 5.149 4.610 -0.6253
N -2.079 1.790 5.563 -0.7893
H -3.066 0.462 3.437 -0.4259
H -1.318 0.662 3.423 0.2325
H -2.166 1.419 2.186 -0.1131
H -1.514 3.008 3.890 0.0245
H -4.319 2.380 4.847 0.1532
H -4.125 3.244 3.368 -0.2437
H -4.855 5.405 3.551 0.1386
H -5.019 5.938 5.330 0.3551
H -5.714 4.560 4.696 0.3052
H -2.984 1.515 5.918 0.3473
H -1.842 2.624 6.081 0.3251
C -0.240 -2.131 -3.980 -1.5272
C -0.454 -3.421 -3.199 1.0336
C 0.172 -4.637 -3.878 -0.7103
O -0.246 -5.953 -3.569 -0.4040
C 0.208 -6.644 -2.424 -0.4195
N 0.034 -3.084 -1.889 1.2417
H -0.617 -2.182 -5.001 0.6761
H 0.812 -1.860 -4.074 0.0781
H -0.845 -1.357 -3.508 0.3181
H -1.521 -3.629 -3.112 -0.0758
H 1.229 -4.519 -3.640 0.0685
H 0.065 -4.704 -4.961 0.3420
H 1.225 -6.952 -2.667 0.2962
H -0.431 -7.508 -2.239 0.2392
H 0.115 -6.053 -1.512 0.0672
H -0.542 -2.346 -1.508 -0.0689
H -0.259 -3.855 -1.306 -0.2935
C 1.169 1.649 -1.687 -1.4825
C 1.350 0.398 -0.749 1.2386
C 0.073 -0.064 0.036 -0.3849
O -0.865 -0.749 -0.803 -0.3236
C -1.968 -1.339 -0.186 -0.9748
N 1.840 -0.654 -1.577 1.5124
H 2.127 2.079 -1.982 0.3551
H 0.638 2.455 -1.181 -0.2131
H 0.794 1.378 -2.674 0.0487
H 2.162 0.655 -0.069 -0.0374
H -0.365 0.866 0.397 0.1302
H 0.394 -0.672 0.882 0.2189
H -2.664 -1.827 -0.868 0.4799
H -2.436 -0.674 0.540 0.2130
H -1.768 -2.211 0.437 0.0294
H 2.435 -1.238 -1.008 -0.2432
H 0.958 -1.144 -1.620 -0.8859
C -1.948 3.920 0.320 -0.5467
C -3.213 3.881 -0.585 0.4208
C -4.442 4.519 0.099 -0.8964
O -5.033 3.772 1.137 -0.2899
C -5.437 2.477 0.796 -0.4236
N -2.857 4.446 -1.855 -0.7263
H -1.543 4.919 0.484 0.5779
H -1.214 3.376 -0.275 -0.5000
H -2.019 3.649 1.373 0.2624
H -3.376 2.853 -0.908 0.4446
H -5.178 4.765 -0.667 0.4415
H -4.227 5.422 0.670 0.2051
H -4.648 1.737 0.928 0.0174
H -6.084 2.362 -0.074 0.3931
H -6.125 2.183 1.590 0.0893
H -3.740 4.543 -2.335 0.2853
H -2.455 3.607 -2.249 0.2473
C -4.640 -2.366 2.676 -0.5858
C -5.850 -2.085 1.800 0.2907
C -6.679 -0.831 2.214 0.0624
O -7.142 -0.985 3.520 -0.4015
C -6.992 0.179 4.289 -0.6100
N -5.408 -1.892 0.427 -0.4458
H -3.898 -1.571 2.744 -0.1520
H -4.107 -3.150 2.138 -0.0352
H -4.969 -2.616 3.685 0.5208
H -6.510 -2.952 1.829 0.3079
H -7.611 -0.780 1.652 0.4561
H -6.017 0.024 2.077 -0.3597
H -7.233 1.073 3.715 0.3209
H -5.977 0.407 4.614 0.1159
H -7.490 0.122 5.257 0.3696
H -6.238 -2.017 -0.136 0.2554
H -4.722 -2.569 0.125 -0.0370
C 6.416 -5.467 -0.504 -1.1147
C 5.714 -5.964 -1.754 0.3548
C 6.175 -4.970 -2.931 -0.5730
O 5.902 -3.629 -2.692 -0.2442
C 4.478 -3.367 -2.613 -0.3825
N 6.244 -7.340 -2.005 -0.4335
H 6.295 -6.106 0.371 0.4181
H 6.077 -4.473 -0.214 0.1581
H 7.448 -5.239 -0.771 0.4133
H 4.645 -6.132 -1.620 0.3111
H 5.805 -5.255 -3.916 0.4266
H 7.262 -4.942 -3.010 0.4195
H 4.156 -3.776 -1.656 0.3037
H 3.980 -3.905 -3.420 0.5916
H 4.168 -2.324 -2.675 -0.3236
H 6.004 -7.679 -2.925 0.2988
H 7.251 -7.404 -1.962 0.3176
C 5.518 -1.274 0.176 0.2036
O 4.816 -1.773 1.362 -0.6177
H 6.540 -0.966 0.395 0.5107
H 5.508 -2.098 -0.538 -0.2795
H 5.060 -0.380 -0.247 -0.2496
H 4.067 -2.295 1.064 0.3973
C 2.473 0.900 3.734 -0.3606
O 1.485 -0.028 3.894 -0.4259
H 2.246 1.876 4.161 0.3193
H 3.417 0.658 4.222 0.4164
H 2.715 1.128 2.696 -0.1001
H 1.558 -0.697 4.579 0.2549
C 2.114 -3.436 1.687 -0.6051
O 2.484 -3.061 0.333 -0.1020
H 2.254 -4.513 1.781 0.2726
H 2.734 -2.902 2.407 0.3966
H 1.091 -3.248 2.014 -0.0079
H 1.723 -3.192 -0.238 -0.2341
C 5.407 2.445 0.887 -0.1661
O 4.906 2.844 2.139 -0.4481
H 4.687 1.708 0.532 -0.2549
H 5.347 3.314 0.232 0.2257
H 6.474 2.226 0.932 0.4049
H 5.410 2.284 2.734 0.2881
C -3.859 -5.148 -1.752 -0.6032
O -3.896 -4.410 -0.460 -0.3496
H -4.653 -5.889 -1.846 0.3638
H -3.974 -4.296 -2.422 0.2342
H -2.912 -5.632 -1.992 0.1545
H -4.098 -5.057 0.220 0.2647
C -0.008 6.314 -1.949 -0.1671
O -1.287 6.503 -2.434 -0.6780
H 0.685 6.885 -2.566 0.2969
H 0.122 6.632 -0.914 0.2330
H 0.232 5.251 -1.952 -0.0768
H -1.829 5.831 -2.013 0.3866
C -1.416 -4.528 1.808 -1.1101
O -1.092 -4.588 0.466 -0.1573
H -2.335 -5.085 1.992 0.2955
H -0.657 -5.029 2.407 0.3340
H -1.514 -3.511 2.190 0.3238
H -1.895 -4.902 0.043 0.1381
C 0.388 1.283 -5.819 -0.3304
O -0.893 1.889 -6.059 -0.5161
H 0.961 1.449 -6.732 0.4329
H 0.889 1.846 -5.032 0.1028
H 0.386 0.224 -5.564 0.0335
H -0.811 2.202 -6.963 0.3250
C 4.223 0.395 -4.010 -0.5459
O 2.989 -0.241 -4.154 -0.5064
H 4.054 1.437 -3.740 0.2424
H 4.715 -0.159 -3.211 0.0742
H 4.876 0.403 -4.883 0.2700
H 2.714 -0.324 -3.238 0.2220


No. 3
21
Properties=species:S:1:pos:R:3:mulliken_charge:R:1 method="wB97M-V/def2-TZVPD" relative_energy_ev=0.000 orbital_gap_ev="9.19 / 9.00" s_squared=3.76 e_homo_ev="-8.4 / -8.9" spin_multiplicity=4
O -0.415 -1.302 -1.452 -0.7422
Ni -0.175 -0.028 -0.036 0.5389
O 1.043 0.712 1.177 -0.7260
C 2.252 0.970 0.546 -0.2566
C 2.471 0.047 -0.652 -0.3971
O 1.327 0.169 -1.500 -0.5101
C 0.775 -1.036 -2.106 0.0505
C -2.680 -1.206 0.911 -0.4894
O -1.925 -0.070 0.791 -0.1623
C -2.516 1.146 1.269 -0.6929
H 3.117 0.832 1.225 0.3421
H 2.301 2.018 0.182 0.2591
H 2.559 -0.998 -0.308 0.3348
H 3.382 0.312 -1.211 0.3214
H 0.603 -0.808 -3.175 0.2778
H 1.575 -1.802 -2.115 0.3624
H -2.115 -2.129 0.793 0.2704
H -3.583 -1.141 1.518 0.3320
H -2.055 1.999 0.754 0.1828
H -3.585 1.091 1.039 0.3931
H -2.356 1.223 2.351 0.3111


No. 4
80
Properties=species:S:1:pos:R:3:mulliken_charge:R:1 method="wB97M-V/def2-TZVPD" relative_energy_ev=2.235 orbital_gap_ev=3.24 charge=-1 e_homo_ev=-3.0 spin_multiplicity=1
Ca -0.111 -0.242 -0.370 2.0533
C -1.662 1.291 -2.329 -0.3059
C -2.723 1.020 -1.450 -0.5901
C -2.944 -0.368 -1.453 -0.3654
C -2.016 -0.961 -2.332 -0.6232
C -1.219 0.072 -2.879 -0.7998
H -1.216 2.259 -2.508 0.3719
H -3.247 1.746 -0.843 0.3914
H -3.674 -0.902 -0.858 0.3725
H -1.916 -2.017 -2.550 0.3701
H -0.395 -0.058 -3.568 0.4046
C 4.549 -5.142 2.865 -0.8810
C 3.480 -5.922 2.109 -1.1004
N 2.355 -5.092 1.696 0.0692
C 2.455 -4.416 0.510 0.2128
C 1.606 -3.471 0.043 -0.2451
C 2.182 -2.518 -1.034 -0.1203
O 3.388 -2.689 -1.275 -0.8398
O 1.407 -1.633 -1.454 -0.6852
C 0.363 -3.275 0.756 0.4887
O -0.555 -2.499 0.529 -0.6859
C 0.341 -3.892 2.111 0.2696
C -0.654 -3.415 2.963 -0.1507
C -0.561 -3.682 4.293 0.1588
F -1.423 -3.102 5.161 -0.4920
C 0.488 -4.433 4.813 -0.7883
C 1.417 -5.003 3.961 -1.0233
C 1.366 -4.711 2.588 0.7476
N 0.736 -4.425 6.226 0.2865
C -0.381 -4.668 7.114 -0.3246
C 0.157 -4.891 8.513 -0.9115
N 0.898 -3.635 8.914 -0.0904
C 2.029 -3.322 7.961 -1.6096
C 1.438 -3.189 6.579 -1.0060
H 5.375 -5.800 3.143 0.3996
H 4.155 -4.684 3.772 0.2047
H 4.945 -4.344 2.236 0.3062
H 3.099 -6.765 2.688 0.4386
H 3.911 -6.343 1.201 0.5523
H 3.381 -4.559 -0.036 0.5273
H -1.412 -2.749 2.575 0.8323
H 2.222 -5.580 4.393 0.5484
H -0.934 -5.546 6.783 0.4802
H -1.096 -3.834 7.151 0.3510
H 0.882 -5.702 8.553 0.3644
H -0.633 -5.048 9.245 0.4357
H 1.242 -3.706 9.869 0.3410
H 0.237 -2.853 8.888 0.4241
H 2.718 -4.162 8.027 0.3429
H 2.506 -2.406 8.301 0.4942
H 2.236 -3.000 5.863 0.7394
H 0.773 -2.309 6.540 1.0281
O 0.206 -0.897 5.833 -0.6816
C 1.426 -0.687 5.370 0.4133
O 2.393 -0.717 6.119 -0.7278
C 1.600 -0.514 3.903 0.7981
C 2.850 -0.500 3.307 -0.9618
N 2.652 -0.529 1.982 -0.0519
N 1.362 -0.545 1.662 0.0371
C 0.695 -0.509 2.798 0.2213
C -0.822 -0.395 2.765 0.4173
O -1.397 -0.658 3.865 -0.9012
O -1.345 -0.080 1.695 -0.5478
H -0.519 -0.873 5.061 0.2947
H 3.834 -0.490 3.745 0.5783
H 3.328 -0.467 1.233 0.0937
C 2.110 4.374 -0.644 -1.1604
Si 2.236 2.508 -0.964 0.3109
C 2.421 2.287 -2.833 -1.0049
C 3.911 1.962 -0.228 -1.0248
O 1.029 1.693 -0.349 -0.9825
H 2.947 4.926 -1.085 0.2918
H 2.090 4.582 0.430 0.2689
H 1.182 4.761 -1.073 0.2590
H 3.277 2.841 -3.234 0.3819
H 1.517 2.624 -3.347 0.2797
H 2.554 1.227 -3.068 0.2415
H 4.747 2.554 -0.616 0.3882
H 4.103 0.915 -0.494 0.1793
H 3.906 2.059 0.863 0.2209


Record-wise maximum force values, in hartree/bohr: 0.0316, 0.0710, 0.0334, 0.0303